# 1
C3H33NO12S2 | wB97M-V/def2-TZVPD

XYZ file:
```
51
Properties=species:S:1:pos:R:3:forces:R:3:nbo_charge:R:1
N -1.61942 -1.24286 -1.30617 -0.4 -0.4 0.6 -0.8898
C -1.91411 -1.78525 -2.62762 0.1 0.0 -0.8 -0.2334
C -0.76910 -2.53656 -3.28500 2.0 -0.6 -0.3 -0.5314
S 0.88634 -2.19231 -2.49509 -0.7 0.1 0.9 0.0286
S 2.25065 -1.37846 -3.69582 0.6 -0.7 -0.7 0.1306
C 2.06463 0.36735 -3.83526 -0.3 1.8 -0.4 -0.8003
H -0.96978 -0.45695 -1.33209 -0.3 0.0 -0.5 0.4027
H -2.51565 -0.89437 -0.98224 0.2 0.4 0.3 0.3821
H -2.73189 -2.50702 -2.55136 -0.1 0.3 0.2 0.2001
H -2.22859 -0.98570 -3.31266 -0.1 -0.1 0.1 0.1795
H -0.76600 -3.62897 -3.21308 -0.6 0.1 0.4 0.2219
H -0.62999 -2.38923 -4.35642 -0.3 0.5 0.0 0.2376
H 3.04557 0.78728 -4.08399 0.1 -0.3 0.1 0.2380
H 1.41990 0.65765 -4.66752 -0.1 -0.2 0.0 0.2157
H 1.71765 0.94595 -2.97927 0.0 -0.5 0.4 0.2434
H -2.52605 2.60737 0.98320 0.0 -0.2 -0.4 0.5117
H -1.97228 3.25292 -0.32009 -0.2 -0.3 0.1 0.4860
O -2.23983 3.45588 0.58620 0.2 0.4 0.0 -0.9800
H -3.42557 0.73964 1.95698 -0.1 0.1 -0.2 0.4830
H -2.05009 0.40817 1.50807 0.0 0.1 0.1 0.5174
O -2.84878 0.88621 1.19612 -0.1 -0.1 0.2 -0.9969
H -0.93335 2.22599 -2.47380 0.5 0.0 0.4 0.4800
H 0.19391 2.15895 -1.28049 -0.2 0.3 -0.5 0.5122
O -0.62364 1.74925 -1.69183 -0.3 -0.2 0.2 -1.0439
H 2.12020 -0.62473 2.44799 0.7 -0.8 1.2 0.4675
H 2.97421 -1.75952 3.13793 -0.6 0.9 -0.2 0.4833
O 2.70620 -0.82136 3.20003 0.3 -0.1 0.6 -0.9467
H -2.04442 -1.72989 1.99790 -0.5 0.5 1.1 0.4902
H -0.71806 -1.27855 2.41096 -0.3 0.5 0.6 0.4783
O -1.63994 -1.08158 2.58719 -1.6 2.8 2.4 -0.9795
H 1.12675 -0.08876 3.97437 0.1 -0.1 0.4 0.4778
H -0.35046 -0.07546 3.61416 -0.5 0.2 -0.1 0.4694
O 0.24509 0.04528 4.34753 0.4 0.2 0.3 -0.9625
H 0.44977 1.36786 1.63264 -0.5 -0.1 -0.4 0.5186
H -0.27850 0.69336 0.40732 0.2 0.5 -0.2 0.4801
O 0.08643 0.53420 1.27933 0.1 -0.3 0.5 -1.0044
H -1.12021 -3.41103 0.97406 0.1 -0.5 -0.5 0.4916
H -1.02038 -1.93397 0.51368 -0.1 -0.3 -0.9 0.5283
O -0.99777 -2.51846 1.29522 1.5 -3.9 -3.0 -0.9901
H 2.00098 1.73870 -0.36187 -0.2 0.6 0.1 0.4977
H 1.37884 2.87707 0.43927 -0.2 0.2 -0.5 0.5117
O 1.54763 2.60510 -0.48969 0.5 -0.6 -0.2 -1.0004
H 0.35042 4.11082 2.19981 0.2 -0.1 0.2 0.4878
H -0.68222 3.47531 1.24730 0.2 -0.1 0.1 0.5107
O 0.21772 3.33482 1.64970 -0.3 0.4 0.2 -1.0097
H 2.34006 -0.17187 1.12852 0.7 0.6 -1.4 0.4944
H 3.57883 0.59914 0.43870 0.0 -0.6 0.4 0.4825
O 2.76700 0.69152 0.95054 -0.1 0.3 -0.4 -0.9696
H 1.75910 -2.55677 0.50060 0.7 0.1 -0.7 0.4852
H 0.77592 -2.33703 1.52748 0.3 0.8 0.2 0.4975
O 1.61226 -1.92910 1.20854 -0.7 -1.4 -0.3 -0.9839
```
Forces are in eV/Å.

## Properties
**LUMO level**: -0.027 eV
**Electronic energy**: -51376.320 eV
**Energy relative to the best compared isomer or geometry (same formula, charge and spin)**: 103.8 kcal per mole
**Frontier orbital gap**: 9.00 eV



# 2
C3H33O14 | wB97M-V/def2-TZVPD

XYZ file:
```
50
Properties=species:S:1:pos:R:3:forces:R:3:nbo_charge:R:1
C 2.09931 -2.10475 1.79933 -1.1 0.4 0.8 -0.0619
O 1.21402 -2.06878 0.68387 -1.7 0.4 0.8 -0.7771
C 2.62807 -0.66829 2.06168 -1.1 -1.0 -0.2 -0.4190
C 3.34759 -0.17863 0.81305 0.6 0.2 1.7 -0.6093
H 2.75816 -2.91582 1.56068 1.2 0.0 -0.1 0.1736
H 1.55889 -2.44577 2.70303 0.1 0.1 -0.3 0.1663
H 3.21329 -0.61282 2.99318 0.1 0.0 -0.4 0.1920
H 1.69067 -0.12259 2.22088 0.3 0.3 0.0 0.2130
H 2.78095 -0.41938 -0.04673 -0.8 0.0 -0.8 0.2043
H 4.19501 -0.85118 0.80773 0.9 0.4 -0.5 0.1941
H 3.58201 0.89972 0.87322 0.1 -0.6 -0.2 0.2126
H -0.43349 -1.24904 -0.17527 0.2 -0.6 -0.7 0.4648
H -1.31234 -0.57200 3.02719 -0.4 0.2 -0.4 0.4836
O -1.09011 -0.59440 0.00957 0.0 2.2 -1.3 -1.1279
H -2.29738 -0.84383 -1.00937 -0.7 -1.8 0.7 0.4937
H -3.38016 -2.06303 -0.75199 0.7 0.7 0.1 0.4812
O -3.06028 -1.38103 -1.35815 -0.4 0.1 -1.8 -1.0248
H 0.31944 0.73393 3.70984 -1.2 0.1 -0.1 0.4775
H 0.31551 -1.75247 1.01695 1.7 -0.5 -0.1 0.5022
O -0.64998 0.93432 3.64583 1.9 0.1 0.8 -0.9477
H -1.87888 -0.74671 1.56736 0.8 -0.3 0.4 0.4951
H -0.60212 1.84050 3.33253 -0.3 0.2 -0.4 0.4898
O -1.79257 -1.17573 2.44526 -0.4 -0.6 0.1 -1.0160
H -0.01533 -3.30345 -1.98132 -0.4 -0.2 -0.4 0.4896
H 0.39811 -3.35640 -0.61671 0.1 -0.5 0.5 0.4710
O -0.03226 -3.94656 -1.25178 0.4 0.2 0.1 -0.9930
H -0.94253 0.02325 -1.11896 0.7 0.7 0.8 0.5138
H -0.93492 1.42616 -2.45450 -0.4 -0.2 -1.1 0.4226
O -0.48105 0.72866 -2.01725 0.3 -0.1 0.5 -1.1004
H 2.49959 -0.07930 -2.04083 -0.6 1.0 0.4 0.5006
H 1.56201 0.53812 -3.30899 0.0 0.6 1.2 0.5104
O 2.12603 -0.12572 -2.91324 0.9 -1.7 -1.8 -0.9861
H 0.72338 -1.23213 -2.87817 -0.5 0.3 -0.2 0.5025
H -0.85410 -1.47082 -3.17291 0.0 0.5 -0.2 0.4913
O -0.10783 -1.65254 -2.60756 0.4 -1.6 0.2 -0.9913
H 0.13994 1.20862 0.80842 0.7 0.4 0.3 0.4990
H 1.05248 2.41124 0.44140 -0.3 -0.7 0.2 0.5055
O 0.77918 1.85441 1.20624 -0.9 -0.1 0.1 -1.0372
H -1.60970 2.89600 -0.17763 0.4 -0.1 0.0 0.4705
H -1.24815 3.42396 1.21280 0.0 -0.1 -0.2 0.4738
O -1.75401 3.62863 0.41761 -0.2 0.5 0.8 -0.9541
H 0.67507 1.89120 -1.78492 0.6 -0.4 0.8 0.5096
H 2.22823 2.13746 -1.42410 0.2 -0.3 -0.3 0.4634
O 1.33585 2.42525 -1.25808 -0.1 1.0 -0.5 -1.0010
H -2.89487 3.26646 -1.63751 0.0 -0.1 0.1 0.4841
H -1.79206 2.20289 -1.94129 -1.0 0.4 0.6 0.4439
O -2.11956 3.08113 -2.17430 -0.1 0.2 -0.6 -0.9406
H -3.63437 -0.00248 0.96950 0.3 0.0 -0.2 0.4736
H -3.97194 0.26504 -0.55115 0.4 -0.5 0.1 0.4861
O -4.33281 0.11874 0.32557 -1.3 0.8 0.7 -0.9677
```
Forces are in eV/Å.

## Properties
**LUMO level**: 2.644 eV
**Electronic energy**: -32312.146 eV
**Charge**: -1
**Energy relative to the best compared isomer or geometry (same formula, charge and spin)**: 47.6 kcal per mole
**Frontier orbital gap**: 9.53 eV



# 3
C3H34N2O13 | wB97M-V/def2-TZVPD

XYZ file:
```
52
Properties=species:S:1:pos:R:3:forces:R:3:nbo_charge:R:1
C -0.18149 -2.18294 3.14798 -0.5 -1.7 -0.8 -0.6259
C 0.03263 -2.60284 1.64047 0.4 -0.9 0.8 -0.2666
N -0.56269 -0.34745 0.17644 0.8 0.5 1.6 -0.8300
C 0.72678 -0.56612 0.69733 -1.1 -1.7 -1.8 0.2625
N 1.08402 -1.74294 1.11148 -0.3 1.9 0.4 -0.5716
H -0.92779 -2.82595 3.60025 -0.4 -0.4 -0.1 0.2147
H -0.61301 -1.19170 3.29957 0.8 0.2 -0.1 0.2107
H 0.72512 -2.49030 3.69843 -0.2 1.0 -0.1 0.2252
H -0.91857 -2.77138 1.07172 0.4 0.7 0.3 0.1504
H 0.47374 -3.61821 1.62476 -0.3 0.4 0.3 0.2104
H -0.75897 0.62446 0.40667 -1.0 -0.2 -0.4 0.3879
H -1.21679 -1.00419 0.60670 -0.2 0.8 -0.3 0.3800
H 1.36473 0.29093 0.41498 0.4 -1.0 0.7 0.2286
H -2.33384 -0.91753 -3.61145 -0.5 -0.3 0.1 0.4820
H -1.61952 -0.09608 -2.66471 -0.2 -0.2 0.6 0.5020
O -2.32350 -0.78172 -2.65110 0.7 0.7 -0.8 -0.9823
H -3.12919 1.07039 -1.30267 0.1 0.6 0.4 0.4879
H -4.11154 0.03053 -1.20778 -0.3 0.3 0.6 0.4873
O -3.86654 0.84180 -0.71840 0.1 -0.9 -0.8 -0.9671
H 2.55564 1.73455 -1.77882 0.1 -0.4 -0.1 0.4782
H 3.19570 0.29827 -1.84348 0.0 0.3 0.3 0.5004
O 2.88116 1.04534 -2.37887 -0.1 0.2 -0.2 -0.9878
H 0.57511 1.84426 1.71221 0.3 0.7 0.0 0.4657
H -0.05199 1.01000 2.74353 -0.1 0.4 0.5 0.4636
O 0.32856 1.89836 2.64474 -0.2 -0.8 -0.5 -0.9230
H 0.23409 2.90094 -1.80975 0.4 0.1 -0.2 0.4707
H -0.64146 3.67840 -0.95211 -0.1 0.6 0.4 0.4814
O 0.25727 3.72895 -1.30317 -0.4 -0.8 -0.2 -0.9557
H -0.56327 -3.12515 -1.02895 0.5 -0.1 -0.1 0.4718
H -1.56030 -2.76560 -2.05131 0.4 0.1 -0.5 0.4933
O -0.63723 -3.07735 -1.99336 -0.9 0.0 0.7 -0.9409
H -2.31459 3.01867 1.29156 0.6 0.2 -0.2 0.4871
H -3.47753 3.14516 0.44280 -0.1 0.2 -0.6 0.4730
O -2.54660 3.40160 0.42811 -0.3 -0.5 0.7 -0.9579
H 0.22562 -1.72195 -2.80756 0.6 -0.1 0.3 0.5082
H 1.54653 -0.77147 -2.91800 0.0 -0.4 0.3 0.4880
O 0.87248 -1.27980 -3.39036 0.1 0.3 -0.6 -0.9815
H 3.39610 -1.65494 -0.03707 -0.1 0.0 0.2 0.5023
H 2.16558 -1.57106 -0.93482 0.1 -0.1 0.2 0.4867
O 2.95085 -1.08243 -0.66723 0.7 0.0 -0.8 -0.9665
H 2.86768 0.14584 2.82902 -0.5 -0.6 -0.1 0.4721
H 2.20775 -1.29056 2.99943 0.0 0.5 -0.6 0.4853
O 2.88490 -0.68761 3.31799 0.7 0.2 0.7 -0.9646
H -3.38731 0.68915 1.28001 0.9 0.5 -1.1 0.4943
H -3.36913 0.39738 2.62188 0.9 0.2 0.9 0.4679
O -2.73237 0.79224 1.99932 -1.8 -0.8 0.1 -0.9678
H 0.55225 1.82514 -3.87479 0.0 0.0 -0.1 0.4860
H 0.37913 0.33981 -3.45936 -0.2 0.4 -0.2 0.4940
O -0.01055 1.23943 -3.36263 -0.4 0.0 0.2 -1.0193
H 3.03480 2.24961 1.73881 -0.1 0.2 0.0 0.4850
H 3.57602 1.94792 0.34501 0.1 0.0 0.0 0.4835
O 2.76156 1.97817 0.85654 0.1 -0.1 0.1 -0.9594
```
Forces are in eV/Å.

## Properties
**LUMO level**: -0.103 eV
**Electronic energy**: -33260.257 eV
**Energy relative to the best compared isomer or geometry (same formula, charge and spin)**: 10.5 kcal per mole
**Frontier orbital gap**: 9.76 eV



# 4
C3H34NO13S | wB97M-V/def2-TZVPD

XYZ file:
```
52
Properties=species:S:1:pos:R:3:forces:R:3:nbo_charge:R:1
C -0.37310 1.80954 -2.36654 1.3 0.6 -1.4 -0.4351
C -0.05867 1.52021 -0.90980 -0.4 0.8 -0.3 -0.5519
S -1.10986 0.13500 -0.41786 -0.5 -0.1 0.5 -0.7406
C -1.59932 2.71242 -2.56562 -0.6 0.3 -0.4 -0.2086
N -2.86225 2.56239 -1.85056 -0.1 0.5 0.7 -0.8446
H -0.37412 0.98284 -3.07993 -0.5 -0.5 0.6 0.1871
H 0.44669 2.39856 -2.82952 -0.1 0.2 0.3 0.1881
H -0.21431 2.52477 -0.49884 -1.0 -0.1 0.9 0.1841
H 0.98055 1.45128 -0.55449 0.2 -0.8 -0.9 0.1933
H -1.93809 2.75006 -3.60767 0.8 -0.1 -0.2 0.1789
H -1.25886 3.71828 -2.30895 -0.1 0.1 -0.1 0.1713
H -3.19908 1.62387 -1.69097 0.5 -0.2 -0.1 0.3713
H -2.74885 2.98040 -0.93660 -0.2 -0.2 0.1 0.3396
H 0.74335 0.04703 4.11325 -0.4 0.4 0.2 0.4947
H 2.04768 0.75440 4.34778 0.0 0.4 0.2 0.4552
O 1.11189 0.83808 4.56177 0.6 -1.0 0.4 -0.9788
H -0.93843 -1.52341 3.49434 -0.7 -1.1 0.1 0.4860
H -0.16694 -0.92989 2.18848 -0.4 -0.5 0.1 0.5292
O -0.32835 -0.89972 3.15502 1.0 1.4 -0.2 -1.0091
H -3.13672 -0.98883 -2.77808 -0.1 0.9 -0.2 0.4722
H -2.39758 -2.18661 -2.70068 0.6 -0.3 -0.5 0.4711
O -2.57982 -1.50696 -3.36588 -0.4 -0.5 0.7 -0.9433
H 0.19699 1.71594 2.48780 -0.2 -0.1 0.0 0.4794
H 0.08647 2.61230 3.71111 0.1 -0.3 0.1 0.4812
O 0.44013 2.58253 2.82072 -0.1 1.0 -0.9 -0.9621
H 2.45316 -2.03796 -1.41994 -0.4 0.3 0.5 0.4756
H 2.37607 -3.12233 -0.21585 -0.4 0.7 0.3 0.4849
O 2.67697 -2.90476 -1.09182 0.9 -1.0 -1.0 -0.9596
H -3.18857 -0.92710 1.00648 -0.1 -0.5 -0.1 0.4774
H -2.25566 -1.44831 2.00902 0.2 0.0 0.1 0.4655
O -3.07914 -1.70363 1.58367 -0.1 0.4 -0.2 -0.9494
H 3.45472 2.46461 1.25908 -0.3 -0.4 0.6 0.4774
H 4.08795 2.06013 0.02952 0.2 -0.7 -0.2 0.4666
O 3.79616 1.65262 0.85743 0.0 0.9 -0.3 -0.9430
H -0.64071 -0.70281 -4.99208 -0.2 -0.1 0.2 0.4812
H -0.13258 -0.98311 -3.57530 -0.4 0.0 0.1 0.4917
O 0.08168 -1.11003 -4.50567 0.4 -0.3 -0.3 -0.9678
H 3.39581 -1.95054 2.90584 0.0 -0.1 0.1 0.4669
H 4.25607 -1.09740 2.00245 0.2 0.0 0.0 0.4739
O 4.29782 -1.86842 2.58042 -0.2 0.2 -0.1 -0.9395
H 0.88916 -1.35861 -0.09280 -0.8 0.4 0.1 0.5051
H 1.72512 -1.01608 1.12683 0.5 0.3 0.2 0.4709
O 0.91759 -1.45732 0.86988 0.8 -1.0 0.2 -0.9729
H -3.15757 1.12729 1.37985 0.6 0.5 -0.4 0.4874
H -3.27635 2.70591 1.35693 0.4 -0.2 -0.4 0.4688
O -3.53613 1.90405 1.80354 -0.8 -0.2 0.9 -0.9634
H -0.78708 -3.98776 1.79228 -0.2 -0.2 0.4 0.4696
H 0.61494 -3.59598 1.71303 0.1 0.0 0.5 0.4769
O 0.02764 -4.09931 2.30337 -0.1 0.4 -0.9 -0.9488
H 1.80763 -0.00080 -4.88518 -0.5 -0.3 0.5 0.4953
H 1.71309 0.80513 -3.53797 -0.3 -0.4 0.0 0.4719
O 2.06162 0.80190 -4.42750 1.1 0.9 -0.5 -0.9715
```
Forces are in eV/Å.

## Properties
**LUMO level**: 2.222 eV
**Electronic energy**: -42606.701 eV
**Charge**: -1
**Energy relative to the best compared isomer or geometry (same formula, charge and spin)**: 94.6 kcal per mole
**Frontier orbital gap**: 6.62 eV